[1]
This record from the Open Molecules 2025 dataset describes a 6-piece molecular cluster, C13H38O11 overall in a non-equilibrium geometry. The level of theory is ωB97M-V with the def2-TZVPD basis set.

Cartesian coordinates (Å):
C: 14.513 26.889 27.665
C: 14.471 27.196 26.191
O: 15.202 28.398 25.998
O: 13.671 25.836 28.111
H: 14.214 27.658 28.298
H: 15.492 26.761 27.944
H: 13.525 27.303 25.677
H: 14.855 26.575 25.469
H: 14.928 29.060 26.624
H: 12.860 26.217 27.938
C: 18.763 25.940 23.787
C: 19.407 24.882 22.762
O: 18.361 24.193 22.223
O: 19.796 26.661 24.436
H: 18.026 25.578 24.631
H: 18.145 26.592 23.287
H: 20.014 24.410 23.440
H: 20.364 25.452 22.295
H: 17.829 23.553 22.863
H: 19.419 27.385 24.884
C: 12.215 26.507 21.978
C: 11.927 27.732 22.816
O: 10.469 27.835 22.905
O: 13.574 26.299 21.801
H: 11.570 26.421 21.189
H: 11.766 25.658 22.535
H: 12.292 28.720 22.448
H: 12.419 27.636 23.782
H: 10.091 28.415 23.542
H: 13.879 27.040 21.148
C: 14.612 22.993 22.795
C: 15.531 23.610 23.812
O: 16.790 22.819 23.954
O: 13.438 23.689 22.774
H: 14.375 22.025 22.973
H: 14.982 23.247 21.778
H: 15.107 23.536 24.852
H: 15.565 24.704 23.681
H: 16.609 21.970 24.233
H: 13.458 24.784 22.650
C: 16.894 19.924 22.328
C: 15.969 19.343 21.110
O: 16.926 19.301 19.983
O: 16.118 19.955 23.454
H: 17.082 20.867 22.136
H: 17.574 19.094 22.612
H: 15.142 19.904 21.076
H: 15.563 18.463 21.248
H: 16.400 19.513 19.350
H: 16.082 19.186 23.992
C: 9.107 21.589 21.452
C: 10.343 21.959 22.238
C: 11.103 21.065 22.980
O: 11.110 22.822 21.425
H: 8.734 22.348 20.824
H: 8.485 21.040 22.062
H: 9.263 20.893 20.688
H: 9.849 22.602 23.046
H: 11.758 21.467 23.655
H: 11.794 20.344 22.180
H: 10.482 20.362 23.692
H: 11.717 23.129 21.966

Results
HOMO energy, eV: -9.3
Gap between HOMO and LUMO, eV: 9.53
Total charge: 0
SMILES string: CC(C)O.OCCO.OCCO.OCCO.OCCO.OCCO
LUMO, eV: 0.261
Energy, a.u.: -1345.3483

[2]
This record from the Open Molecules 2025 dataset describes C48H132N12O12 as an isolated structure in a non-equilibrium geometry. The level of theory is ωB97M-V with the def2-TZVPD basis set.

Cartesian coordinates (Å):
C: -0.803 4.052 0.110
C: -1.424 3.868 1.522
C: -1.536 5.389 2.138
O: -1.755 5.328 3.569
C: -0.677 4.900 4.422
N: -2.708 3.207 1.488
H: -1.278 4.757 -0.572
H: -0.998 3.096 -0.377
H: 0.245 4.348 0.154
H: -0.641 3.270 1.989
H: -2.340 5.982 1.702
H: -0.590 5.907 1.983
H: -0.189 3.991 4.070
H: -0.987 4.888 5.467
H: 0.174 5.573 4.325
H: -3.413 3.850 1.155
H: -3.130 3.021 2.386
C: 4.362 -1.644 -1.402
C: 4.108 -2.366 -2.701
C: 3.142 -1.691 -3.602
O: 1.821 -1.755 -3.062
C: 1.262 -2.998 -3.046
N: 5.311 -2.443 -3.481
H: 3.475 -1.434 -0.804
H: 4.965 -0.759 -1.603
H: 4.952 -2.226 -0.694
H: 3.834 -3.394 -2.465
H: 3.210 -2.040 -4.632
H: 3.396 -0.647 -3.790
H: 1.754 -3.735 -2.412
H: 1.112 -3.258 -4.094
H: 0.291 -2.839 -2.576
H: 5.071 -3.109 -4.202
H: 5.290 -1.537 -3.926
C: 1.585 1.760 1.752
C: 1.930 3.277 1.958
C: 2.504 3.538 3.259
O: 1.459 3.548 4.108
C: 1.797 3.911 5.484
N: 2.672 3.653 0.780
H: 2.476 1.160 1.940
H: 1.222 1.511 0.755
H: 0.849 1.585 2.536
H: 0.980 3.811 1.941
H: 2.972 4.522 3.275
H: 3.223 2.756 3.504
H: 2.296 3.085 5.990
H: 0.808 3.933 5.942
H: 2.373 4.836 5.467
H: 2.138 3.345 -0.020
H: 3.492 3.064 0.760
C: -0.443 -1.202 -3.245
C: -1.781 -1.971 -3.575
C: -2.875 -1.775 -2.469
O: -4.170 -2.371 -2.668
C: -4.197 -3.803 -2.431
N: -2.421 -1.659 -4.788
H: 0.315 -1.395 -4.004
H: 0.041 -1.682 -2.395
H: -0.505 -0.114 -3.222
H: -1.582 -3.038 -3.678
H: -3.030 -0.707 -2.315
H: -2.448 -2.159 -1.543
H: -3.377 -4.229 -3.008
H: -5.040 -4.259 -2.949
H: -4.197 -4.103 -1.383
H: -2.621 -0.669 -4.792
H: -3.345 -2.037 -4.633
C: -1.008 3.017 -2.170
C: -1.393 1.756 -2.950
C: -2.884 1.603 -3.071
O: -3.115 0.394 -3.840
C: -4.510 0.063 -3.842
N: -0.794 1.735 -4.291
H: 0.011 2.963 -1.785
H: -1.626 3.227 -1.297
H: -1.006 3.800 -2.929
H: -0.948 0.825 -2.598
H: -3.348 2.371 -3.690
H: -3.295 1.477 -2.070
H: -5.006 0.367 -2.920
H: -4.560 -1.025 -3.845
H: -5.092 0.577 -4.607
H: -0.995 2.523 -4.890
H: -1.269 1.033 -4.840
C: 0.921 -1.755 -0.418
C: 0.783 -0.524 -1.306
C: 0.088 0.736 -0.624
O: -1.178 0.390 -0.149
C: -1.887 1.538 0.333
N: 2.116 -0.182 -1.756
H: 1.425 -1.489 0.511
H: 1.500 -2.559 -0.871
H: 0.003 -2.189 -0.023
H: 0.205 -0.738 -2.205
H: -0.159 1.533 -1.325
H: 0.722 1.203 0.130
H: -2.837 1.221 0.762
H: -2.157 2.278 -0.420
H: -1.346 2.155 1.050
H: 1.938 0.601 -2.369
H: 2.441 -0.894 -2.394
C: -0.256 -3.278 1.643
C: -1.002 -2.696 2.737
C: -0.458 -2.945 4.174
O: -1.264 -2.416 5.186
C: -0.909 -2.851 6.490
N: -0.998 -1.317 2.539
H: 0.516 -2.593 1.291
H: -0.896 -3.507 0.791
H: 0.083 -4.281 1.904
H: -2.062 -2.949 2.748
H: 0.596 -2.698 4.304
H: -0.575 -4.014 4.349
H: -0.239 -2.091 6.892
H: -0.478 -3.847 6.593
H: -1.699 -2.812 7.240
H: -0.363 -1.017 3.265
H: -0.685 -1.211 1.585
C: -2.914 -1.334 0.437
C: -4.091 -1.042 1.395
C: -5.466 -1.703 1.091
O: -5.063 -3.079 0.829
C: -5.926 -3.979 0.123
N: -3.821 -1.636 2.685
H: -3.194 -1.291 -0.616
H: -2.549 -2.336 0.662
H: -2.113 -0.605 0.559
H: -4.337 0.019 1.354
H: -6.074 -1.099 0.419
H: -6.056 -1.870 1.992
H: -6.608 -4.246 0.931
H: -5.282 -4.854 0.041
H: -6.416 -3.558 -0.755
H: -3.876 -2.614 2.439
H: -2.867 -1.708 3.009
C: 1.126 -0.175 -4.499
C: 1.520 1.254 -4.139
C: 0.978 2.325 -5.142
O: 1.190 1.846 -6.474
C: 2.494 1.946 -7.141
N: 1.054 1.385 -2.685
H: 1.546 -0.456 -5.465
H: 0.069 -0.431 -4.571
H: 1.701 -0.842 -3.858
H: 2.601 1.390 -4.099
H: 1.458 3.300 -5.057
H: -0.089 2.518 -5.029
H: 2.735 3.009 -7.119
H: 2.398 1.474 -8.118
H: 3.259 1.451 -6.543
H: 0.222 0.813 -2.720
H: 0.639 2.286 -2.499
C: -2.977 -0.358 6.073
C: -3.837 -0.278 4.797
C: -3.057 0.112 3.514
O: -2.679 1.439 3.847
C: -1.788 2.063 2.940
N: -4.364 -1.624 4.650
H: -2.370 0.540 6.187
H: -2.139 -1.055 6.087
H: -3.595 -0.509 6.957
H: -4.619 0.475 4.891
H: -3.748 0.031 2.675
H: -2.214 -0.577 3.470
H: -0.968 2.559 3.459
H: -2.413 2.785 2.415
H: -1.395 1.384 2.183
H: -4.576 -2.022 3.747
H: -3.884 -2.345 5.169
C: 3.836 -0.126 0.198
C: 3.648 1.323 -0.200
C: 4.102 1.570 -1.672
O: 4.092 2.974 -2.015
C: 4.377 3.284 -3.385
N: 2.250 1.660 -0.110
H: 3.625 -0.494 1.202
H: 4.835 -0.332 -0.187
H: 3.143 -0.701 -0.417
H: 4.187 2.070 0.383
H: 3.424 0.915 -2.219
H: 5.132 1.268 -1.862
H: 4.335 4.367 -3.502
H: 3.754 2.720 -4.079
H: 5.419 2.973 -3.450
H: 2.229 2.268 -0.916
H: 1.787 0.808 -0.394
C: 2.070 -3.900 0.914
C: 3.246 -3.273 1.608
C: 3.076 -3.054 3.184
O: 4.179 -2.410 3.766
C: 4.578 -1.133 3.244
N: 4.379 -4.183 1.508
H: 1.310 -3.139 0.735
H: 1.783 -4.907 1.215
H: 2.535 -4.264 -0.002
H: 3.435 -2.288 1.180
H: 2.813 -3.979 3.698
H: 2.167 -2.480 3.365
H: 3.866 -0.318 3.116
H: 5.186 -1.275 2.351
H: 5.174 -0.689 4.041
H: 4.947 -4.103 2.340
H: 3.997 -5.116 1.465

Results
HOMO energy, eV: -6.0
Gap between HOMO and LUMO, eV: 6.27
Total charge: 0
LUMO, eV: 0.252
Energy, a.u.: -3464.9764

[3]
This record from the Open Molecules 2025 dataset describes a 2-piece molecular cluster, C2H7N5O overall in a non-equilibrium geometry. The level of theory is ωB97M-V with the def2-TZVPD basis set.

Cartesian coordinates (Å):
N: 1.147 -0.276 -0.230
C: -1.149 -1.248 -0.183
C: 0.754 0.684 0.569
N: -0.536 -2.385 0.107
N: -0.331 1.679 -0.217
O: 1.202 0.119 -1.624
N: -1.953 -0.415 -0.348
N: 0.933 0.811 1.803
H: 1.967 -0.371 -1.944
H: 0.459 -2.267 0.273
H: -1.033 -3.044 0.690
H: -0.528 2.545 0.273
H: 0.044 1.845 -1.149
H: 0.246 1.350 2.312
H: -1.222 0.972 -0.334

Results
HOMO energy, eV: -7.8
Gap between HOMO and LUMO, eV: 8.52
Total charge: 0
LUMO, eV: 0.726
Energy, a.u.: -429.3022

[4]
This record from the Open Molecules 2025 dataset describes a 11-piece molecular cluster, C27H77BrN3O12S overall in a non-equilibrium geometry. The level of theory is ωB97M-V with the def2-TZVPD basis set.

Cartesian coordinates (Å):
C: 2.319 1.276 2.269
C: 0.919 1.535 1.724
C: 0.478 0.660 0.549
Br: 1.977 0.140 -0.600
N: -0.565 1.349 -0.290
S: -0.188 2.021 -1.838
C: -1.780 1.409 0.160
N: -2.754 2.009 -0.563
N: -2.000 0.870 1.416
O: -2.107 -0.539 1.313
C: -3.381 -1.029 1.741
C: -4.372 -1.200 0.626
C: -3.778 -1.932 -0.543
O: -4.995 0.039 0.272
H: 3.050 1.805 1.683
H: 2.339 1.645 3.281
H: 2.535 0.225 2.324
H: 0.799 2.579 1.488
H: 0.246 1.293 2.529
H: 0.085 -0.276 0.881
H: -0.677 1.078 -2.673
H: -3.546 2.153 0.060
H: -3.077 1.419 -1.327
H: -2.831 1.298 1.817
H: -3.790 -0.470 2.573
H: -3.185 -2.018 2.110
H: -5.129 -1.858 1.041
H: -2.856 -1.452 -0.857
H: -4.457 -1.986 -1.378
H: -3.539 -2.939 -0.251
H: -4.952 0.090 -0.693
C: -0.608 -5.826 -2.499
C: -0.801 -4.641 -1.572
O: -2.109 -4.637 -0.991
H: -1.355 -5.814 -3.293
H: 0.384 -5.812 -2.950
H: -0.727 -6.764 -1.953
H: -0.701 -3.705 -2.123
H: -0.052 -4.650 -0.774
H: -2.210 -5.457 -0.492
C: -4.944 5.446 -0.390
C: -3.603 6.154 -0.339
O: -2.587 5.313 0.214
H: -5.245 5.131 0.610
H: -5.718 6.097 -0.798
H: -4.883 4.552 -1.017
H: -3.657 7.036 0.295
H: -3.302 6.472 -1.342
H: -2.520 4.536 -0.348
C: 5.753 -0.070 -3.465
C: 4.477 0.266 -4.211
O: 3.514 -0.786 -4.110
H: 6.188 -0.991 -3.855
H: 6.486 0.731 -3.554
H: 5.551 -0.230 -2.403
H: 4.675 0.408 -5.271
H: 4.039 1.192 -3.817
H: 3.328 -0.912 -3.175
C: 7.155 4.417 -1.816
C: 6.603 3.094 -1.328
O: 7.525 2.038 -1.578
H: 7.373 4.369 -2.884
H: 6.457 5.238 -1.638
H: 8.089 4.638 -1.298
H: 5.678 2.841 -1.849
H: 6.390 3.142 -0.254
H: 8.344 2.252 -1.114
C: -1.658 -0.773 6.172
C: -1.688 -2.153 5.545
O: -2.121 -2.098 4.180
H: -2.646 -0.312 6.127
H: -1.344 -0.823 7.214
H: -0.966 -0.119 5.634
H: -2.391 -2.797 6.069
H: -0.698 -2.616 5.589
H: -1.491 -1.542 3.704
C: -2.053 -5.405 3.494
C: -3.018 -5.264 2.334
O: -3.342 -6.518 1.739
H: -1.132 -5.893 3.171
H: -1.807 -4.424 3.895
H: -2.480 -6.018 4.292
H: -2.570 -4.658 1.545
H: -3.940 -4.771 2.663
H: -3.751 -7.072 2.412
C: 3.667 -3.660 2.962
C: 2.952 -4.142 1.714
O: 1.783 -3.362 1.444
H: 3.000 -3.704 3.823
H: 4.547 -4.270 3.169
H: 3.987 -2.621 2.847
H: 2.618 -5.170 1.836
H: 3.620 -4.100 0.848
H: 2.065 -2.450 1.322
C: -8.952 -0.392 1.896
C: -8.993 -1.149 0.581
O: -8.544 -0.341 -0.504
H: -9.568 0.505 1.836
H: -9.313 -1.011 2.718
H: -7.931 -0.073 2.124
H: -10.011 -1.450 0.345
H: -8.375 -2.053 0.640
H: -7.638 -0.076 -0.313
C: 12.313 3.348 -1.762
C: 11.176 4.312 -1.481
O: 10.314 3.822 -0.450
H: 11.922 2.374 -2.056
H: 12.955 3.723 -2.560
H: 12.924 3.201 -0.869
H: 10.557 4.443 -2.368
H: 11.565 5.291 -1.188
H: 10.842 3.711 0.348
C: -2.814 2.133 -5.550
C: -3.526 3.247 -4.808
O: -3.641 2.958 -3.410
H: -3.344 1.189 -5.422
H: -2.744 2.352 -6.615
H: -1.799 1.996 -5.162
H: -4.539 3.371 -5.183
H: -2.997 4.196 -4.935
H: -2.753 2.854 -3.056

Results
HOMO energy, eV: -11.7
Gap between HOMO and LUMO, eV: 7.60
Total charge: +1
LUMO, eV: -4.080
Energy, a.u.: -5113.8271